1.
Molecular formula: C37H41N4O2
Method: DFT, the ωB97M-V functional and the def2-TZVPD basis

Results
- HOMO-LUMO gap: 0.181 Eh
- Lowest unoccupied orbital energy: -4.35 eV
- Energy above the lowest of the compared OMol25 structures with the same formula, charge and spin: 0.6 kcal per mole
- Electronic energy: -1803.751126 Ha
- Total charge: +1
- Molar mass: 573.761 g mol⁻¹

```
84
C37H41N4O2, DFT the ωB97M-V functional and the def2-TZVPD basis
C -1.9417 -3.3201 -5.4384
N -1.2960 -2.3767 -4.5519
C -0.7217 -1.2398 -5.0422
O -0.6898 -0.9107 -6.2263
C -0.1459 -0.4708 -3.8487
C -0.7334 0.9364 -3.6947
C -0.5164 1.8224 -4.9023
C -1.6177 2.2829 -5.6320
C -1.4149 2.9981 -6.8121
C -0.1122 3.2936 -7.2299
C 0.9856 2.9015 -6.4559
C 0.7843 2.1662 -5.2846
N -0.4668 -1.3413 -2.7129
C -0.1093 -0.9863 -1.4579
C -0.3624 -1.7230 -0.3074
C 0.0250 -1.3469 0.9838
C -0.0366 -2.2132 2.1308
C 0.4929 -1.8267 3.3959
C 0.3206 -2.6051 4.5347
C -0.3048 -3.8567 4.4331
C -0.7340 -4.3133 3.1790
C -0.6100 -3.5084 2.0477
C -1.1916 -2.5681 -3.1047
C -2.5983 -2.6319 -2.4944
C -0.3965 -3.8487 -2.8241
H -1.9340 -2.9064 -6.4480
H -1.4174 -4.2820 -5.4432
H -2.9766 -3.4955 -5.1282
H 0.9523 -0.4076 -3.9819
H -1.8128 0.8283 -3.4900
H -0.2814 1.3905 -2.7998
H -2.6219 2.0414 -5.2712
H -2.2785 3.3105 -7.3995
H 0.0463 3.8322 -8.1611
H 2.0024 3.1533 -6.7574
H 1.6220 1.8399 -4.6607
H 0.4449 -0.0489 -1.3909
H -0.9048 -2.6573 -0.4472
H 0.4552 -0.3579 1.1235
H 1.0438 -0.8891 3.4489
H 0.6853 -2.2500 5.5012
H -0.4328 -4.4807 5.3162
H -1.1644 -5.3122 3.0696
H -0.9439 -3.8818 1.0798
H -3.1663 -1.7388 -2.7904
H -3.1130 -3.5273 -2.8652
H -2.5587 -2.6760 -1.4046
H 0.5486 -3.8197 -3.3825
H -0.1748 -3.9604 -1.7612
H -0.9799 -4.7170 -3.1553
C 4.8017 1.7835 6.9663
N 3.8189 0.7971 6.5656
C 4.0783 -0.5513 7.0400
C 2.8333 1.0735 5.6363
C 3.1231 1.6783 4.3917
C 2.1437 1.8178 3.4383
N 0.8191 1.5064 3.7081
C -0.1801 1.5207 2.7394
C 0.0281 1.9777 1.4039
C -1.1428 2.5111 0.6111
C -0.9009 2.9026 -0.7199
C -1.9340 3.3643 -1.5355
C -3.2312 3.4803 -1.0163
C -3.4750 3.1562 0.3231
C -2.4336 2.6873 1.1342
O 1.1464 1.8757 0.8279
C 0.5042 1.0565 4.9836
C 1.4765 0.7427 5.8966
H 4.4309 2.7938 6.7553
H 4.9829 1.6938 8.0461
H 5.7639 1.6369 6.4531
H 3.2943 -1.2425 6.7049
H 5.0512 -0.9146 6.6641
H 4.1265 -0.5632 8.1376
H 4.1402 1.9904 4.1527
H 2.3611 2.2132 2.4550
H -1.1842 1.3179 3.1068
H 0.1243 2.8774 -1.0938
H -1.7087 3.6430 -2.5671
H -4.0363 3.8288 -1.6618
H -4.4779 3.2777 0.7385
H -2.6185 2.4946 2.1886
H -0.5603 0.9636 5.1849
H 1.1869 0.3078 6.8548
```

Löwdin atomic charge list, values in e, 8 entries: C -0.001; N -0.035; C -0.364; O 0.098; C -0.145; C -0.095; C -0.244; C -0.044

***

2.
Molecular formula: C37H42AsN4OPRhS
Method: DFT, the ωB97M-V functional and the def2-TZVPD basis

Results
- HOMO-LUMO gap (alpha / beta): 0.235 / 0.235 Eh
- Lowest unoccupied orbital energy (alpha / beta): -4.13 / -4.14 eV
- Energy above the lowest of the compared OMol25 structures with the same formula, charge and spin: 32.4 kcal per mole
- Electronic energy: -4815.082858 Ha
- Total charge: +1
- Molar mass: 799.639 g mol⁻¹

```
88
C37H42AsN4OPRhS, DFT the ωB97M-V functional and the def2-TZVPD basis
Rh -0.2928 0.0774 0.8674
S 0.8882 1.8809 1.3020
C 2.0128 1.5229 2.6347
C 2.5801 2.6400 3.2482
C 3.5179 2.4762 4.2529
C 3.8922 1.2024 4.6743
C 3.3134 0.0932 4.0865
C 2.3734 0.2476 3.0667
As 1.4664 -1.2043 2.2268
C 2.3076 -2.7905 2.9025
C 1.8958 -3.3908 4.0881
C 2.5632 -4.5168 4.5521
C 3.6361 -5.0332 3.8377
C 4.0451 -4.4315 2.6558
C 3.3777 -3.3109 2.1816
C -0.2656 -1.0659 3.1341
C -0.5221 -0.1590 4.1675
C -1.7721 -0.1317 4.7701
C -2.7702 -1.0019 4.3504
C -2.5324 -1.9049 3.3225
C -1.2884 -1.9328 2.7132
H 2.2886 3.6344 2.9297
H 3.9583 3.3514 4.7143
H 4.6235 1.0788 5.4621
H 3.5867 -0.9007 4.4186
H 1.0615 -2.9852 4.6461
H 2.2465 -4.9883 5.4735
H 4.1550 -5.9102 4.2035
H 4.8807 -4.8372 2.1004
H 3.6898 -2.8436 1.2554
H 0.2508 0.5269 4.4915
H -1.9678 0.5701 5.5709
H -3.7431 -0.9732 4.8250
H -3.3147 -2.5762 2.9930
H -1.0967 -2.6338 1.9062
N -7.2578 2.3758 1.2122
C -6.1590 2.0536 1.1161
C -4.7758 1.6376 0.9940
C -4.4002 0.7789 -0.0338
C -3.0736 0.3818 -0.1521
C -2.1262 0.8192 0.7526
C -2.5017 1.6827 1.7753
C -3.8196 2.0950 1.8977
H -5.1443 0.4269 -0.7374
H -2.8010 -0.2704 -0.9669
H -1.7744 2.0500 2.4849
H -4.1095 2.7743 2.6893
O -0.0364 -0.0157 -1.0849
P -0.0836 0.3208 -2.5793
N -1.0587 1.5792 -2.8415
C -1.2603 2.6632 -1.8492
C -2.3656 3.4763 -2.4953
C -1.9575 3.4634 -3.9718
C -1.4021 2.0489 -4.2036
N -0.6560 -0.8983 -3.4932
C -2.0721 -1.3230 -3.3297
C -2.1984 -2.4590 -4.3278
C -0.8729 -3.1902 -4.1393
C 0.1455 -2.0595 -3.9882
N 1.4215 0.6859 -3.1091
C 1.8878 2.0810 -2.8997
C 3.3217 2.0383 -3.3991
C 3.8073 0.6835 -2.8957
C 2.5897 -0.2363 -3.0510
H -0.3544 3.2651 -1.7415
H -1.5084 2.2130 -0.8921
H -2.4370 4.4807 -2.0823
H -3.3267 2.9753 -2.3565
H -1.1739 4.2033 -4.1426
H -2.7809 3.6901 -4.6457
H -0.5294 2.0477 -4.8590
H -2.1492 1.3873 -4.6458
H -2.7479 -0.4894 -3.5210
H -2.2555 -1.7063 -2.3207
H -2.2742 -2.0582 -5.3410
H -3.0696 -3.0823 -4.1345
H -0.6189 -3.8522 -4.9649
H -0.9092 -3.7870 -3.2257
H 0.5869 -1.8047 -4.9508
H 0.9434 -2.3317 -3.3021
H 1.8585 2.3626 -1.8401
H 1.2658 2.7751 -3.4629
H 3.9139 2.8689 -3.0186
H 3.3357 2.0741 -4.4902
H 4.0862 0.7600 -1.8434
H 4.6684 0.3075 -3.4452
H 2.5173 -0.9215 -2.2055
H 2.6471 -0.8211 -3.9668
```

Löwdin atomic charge list, values in e, 8 entries: Rh 0.666; S 0.700; C -0.643; C -0.122; C -0.066; C -0.071; C -0.086; C -0.430

***

3.
Molecular formula: C37H42Cl81N2O2
Method: DFT, the ωB97M-V functional and the def2-TZVPD basis

Results
- HOMO-LUMO gap: 0.256 Eh
- Lowest unoccupied orbital energy: -3.83 eV
- Electronic energy: -38969.958024 Ha
- Total charge: +1
- Molar mass: 3418.448 g mol⁻¹

```
164
C37H42Cl81N2O2, DFT the ωB97M-V functional and the def2-TZVPD basis
C -0.1593 -5.9787 0.3387
C 0.7967 -4.9530 -0.3420
O 1.2335 -5.4052 -1.6329
C 0.2483 -3.5057 -0.3993
O -1.1307 -3.3669 -0.0190
C -2.0413 -3.7255 -0.9384
C -1.9037 -3.6942 -2.3317
C -2.9488 -4.1260 -3.1694
C -4.1068 -4.5673 -2.5733
N -4.2511 -4.5770 -1.2396
C -5.5021 -5.0783 -0.6173
C -6.7122 -4.7120 -1.4868
N -7.2610 -5.5788 -2.2306
C -3.2692 -4.1723 -0.4297
H -0.7243 -5.5850 1.1868
H 0.3845 -6.9078 0.5792
H -0.8949 -6.2740 -0.4296
H 1.7123 -4.9334 0.2578
H 0.5365 -5.2270 -2.2729
H 0.8147 -2.9196 0.3302
H 0.4963 -3.0672 -1.3717
H -0.9685 -3.3822 -2.7549
H -2.7818 -4.1015 -4.2293
H -4.9117 -4.9300 -3.2040
H -5.6262 -4.5825 0.3505
H -5.4454 -6.1548 -0.4306
H -7.0824 -3.6774 -1.4847
H -6.7748 -6.4717 -2.1208
H -3.4178 -4.1918 0.6454
C -1.7043 -0.8717 -5.5444
Cl -3.2561 -1.4044 -6.1900
Cl -1.3611 -1.7439 -4.0323
Cl -0.4199 -1.0986 -6.7191
H -1.7697 0.1837 -5.3160
C 2.5639 -1.8403 3.1111
Cl 1.0070 -2.3796 2.4800
Cl 3.0047 -2.7661 4.5418
Cl 3.8196 -1.9381 1.8807
H 2.4654 -0.8023 3.3954
C -9.1723 -7.0950 -4.4568
Cl -8.5293 -6.6394 -6.0370
Cl -10.8416 -7.6528 -4.5914
Cl -8.1503 -8.3292 -3.7052
H -9.1562 -6.2174 -3.8226
C -2.2185 -0.6509 1.5535
Cl -2.8879 0.4595 0.3497
Cl -1.4874 0.2372 2.8838
Cl -3.4770 -1.7587 2.1310
H -1.4455 -1.2419 1.0771
C -7.0657 -1.7442 -7.6578
Cl -7.5560 -0.2636 -6.8358
Cl -5.8919 -1.3973 -8.9269
Cl -6.4019 -2.9066 -6.5015
H -7.9415 -2.1862 -8.1149
C -3.4016 -7.2636 -6.1283
Cl -3.9530 -6.1872 -7.4033
Cl -2.7495 -6.3149 -4.7713
Cl -4.7101 -8.3058 -5.5727
H -2.6091 -7.8880 -6.5233
C 3.2043 1.0683 -0.7801
Cl 2.5413 2.2373 -1.9268
Cl 3.7717 1.8902 0.6742
Cl 2.0112 -0.1524 -0.3288
H 4.0397 0.5703 -1.2549
C -1.0480 4.5002 2.7757
Cl 0.4551 3.6828 3.2031
Cl -2.0875 3.4225 1.8388
Cl -1.8887 5.0753 4.2204
H -0.8049 5.3564 2.1601
C 4.9727 5.5157 -0.5997
Cl 5.1001 6.0173 -2.2873
Cl 6.5590 5.0637 0.0310
Cl 4.2559 6.7908 0.3843
H 4.3240 4.6489 -0.5511
C 5.6242 4.4192 3.8957
Cl 7.1702 3.7379 4.3919
Cl 4.7888 3.3392 2.7727
Cl 4.6087 4.7597 5.2982
H 5.8165 5.3528 3.3803
C -1.4870 -4.6565 5.1600
Cl -1.4202 -4.3053 3.4279
Cl 0.0919 -5.2019 5.7251
Cl -2.0233 -3.2390 6.0592
H -2.2032 -5.4522 5.3184
C 5.8916 10.7091 0.7311
Cl 4.3712 10.7139 1.6371
Cl 7.1640 11.5344 1.6315
Cl 6.3590 9.0542 0.3550
H 5.7295 11.2428 -0.1962
C 0.3561 3.5436 -5.1184
Cl -0.1176 1.9457 -4.5298
Cl 1.5339 4.2523 -4.0189
Cl 0.9919 3.4540 -6.7595
H -0.5250 4.1720 -5.1275
C 6.9660 -0.9250 -2.4261
Cl 6.2244 0.3553 -3.3915
Cl 8.6043 -0.4855 -1.9563
Cl 5.9775 -1.2679 -1.0011
H 7.0132 -1.8224 -3.0291
C 0.1615 7.0357 6.9590
Cl -0.1818 8.5554 7.7864
Cl 1.2632 7.2953 5.6065
Cl 0.8345 5.8551 8.0879
H -0.7674 6.6405 6.5697
C 1.8766 1.2602 6.6012
Cl 1.9148 0.8815 4.8724
Cl 1.5166 2.9669 6.8436
Cl 0.7113 0.2340 7.4367
H 2.8589 1.0628 7.0107
C -10.0226 -3.1013 -2.0658
Cl -8.7515 -2.0037 -2.6157
Cl -10.4256 -2.7999 -0.3754
Cl -11.4463 -2.9806 -3.0887
H -9.6405 -4.1122 -2.1495
C 3.0898 -8.6667 1.1454
Cl 2.5653 -7.6211 -0.1772
Cl 3.7030 -7.7022 2.4917
Cl 1.7657 -9.7056 1.6779
H 3.8928 -9.2968 0.7855
C 3.8976 11.7048 5.2443
Cl 4.4414 10.3239 6.1958
Cl 2.1979 12.0532 5.5716
Cl 4.8949 13.1250 5.5678
H 3.9943 11.4493 4.1992
C 11.1322 5.0200 3.1010
Cl 12.2209 6.3154 2.6098
Cl 10.7500 5.1359 4.8234
Cl 9.6546 5.0566 2.1396
H 11.6294 4.0738 2.9316
C 0.9189 8.0729 9.7114
Cl 0.2384 9.5106 10.4744
Cl 2.1636 8.5185 8.5409
Cl 1.5711 6.9704 10.9263
H 0.1236 7.5614 9.1832
C 3.5822 -7.9655 4.9113
Cl 3.1947 -9.6727 5.1321
Cl 2.1313 -6.9676 5.0828
Cl 4.8284 -7.4545 6.0503
H 3.9663 -7.8333 3.9080
C -14.4556 -5.8568 -5.1098
Cl -16.0021 -5.6875 -4.2831
Cl -13.2028 -4.8946 -4.3227
Cl -13.9406 -7.5453 -5.1614
H -14.5724 -5.5032 -6.1260
C -2.6301 -9.0624 -10.1869
Cl -3.1356 -7.8113 -11.3207
Cl -0.9986 -8.7425 -9.5904
Cl -3.7671 -9.1781 -8.8398
H -2.6224 -10.0113 -10.7072
C 10.4738 8.7114 5.7886
Cl 9.3257 9.6015 4.7837
Cl 12.1286 8.9872 5.2417
Cl 10.2926 9.1568 7.4868
H 10.2585 7.6565 5.6904
C 0.2082 -1.6357 -10.9097
Cl -0.2296 -3.3215 -10.6223
Cl -1.2186 -0.6001 -10.8320
Cl 1.4279 -1.1018 -9.7496
H 0.6298 -1.5591 -11.9034
C 2.7840 16.4080 5.7062
Cl 3.9087 17.7206 5.3493
Cl 2.3381 16.4171 7.4143
Cl 1.3468 16.5240 4.6870
H 3.2790 15.4696 5.4877
```

Löwdin atomic charge list, values in e, 8 entries: C -0.041; C -0.383; O -0.073; C -0.147; O -0.067; C -0.219; C -0.070; C -0.154